[1]
Computed, not measured: a structure of composition C6H5N3 in a non-equilibrium geometry, with the ωB97M-V functional and the def2-TZVPD basis.

Geometry as ORCA input:
```
! wB97M-V def2-TZVPD RIJCOSX def2/J DEFGRID3
* xyz 0 1
C -0.711 2.169 0.077
C 0.505 0.619 -0.470
C 1.410 -0.302 -1.111
C 0.478 -2.109 -0.101
C -0.515 -1.320 0.550
C -0.439 0.018 0.358
H -1.042 3.170 0.413
H 2.228 -0.044 -1.778
H 0.518 -3.214 -0.033
H -1.310 -1.695 1.217
H -1.601 1.208 1.652
N 0.397 1.988 -0.608
N 1.402 -1.591 -0.830
N -1.320 1.102 0.663
*
```

Computed properties:
HOMO-LUMO gap   9.55 eV
Energy above the lowest of the compared OMol25 structures with the same formula, charge and spin   9.8 kcal per mole
Maximum force   0.083 Eh/bohr

=====

[2]
Computed, not measured: an isolated molecule of C6H5N3 in a non-equilibrium geometry, with the ωB97M-V functional and the def2-TZVPD basis.

Geometry as ORCA input:
```
! wB97M-V def2-TZVPD RIJCOSX def2/J DEFGRID3
* xyz 0 1
C -0.006 2.574 -0.098
C 0.177 1.400 -0.142
C 0.327 -0.056 0.079
C 1.772 -0.462 0.132
N 2.846 -0.835 -0.030
C -0.422 -0.669 -1.134
C -1.813 -0.636 -0.603
N -1.816 -0.602 0.685
N -0.509 -0.560 1.203
H -0.037 3.638 0.050
H -0.364 -0.212 -2.096
H -0.074 -1.681 -1.288
H -2.750 -0.707 -1.168
H -0.633 0.027 2.086
*
```

Computed properties:
HOMO-LUMO gap   10.44 eV
Energy above the lowest of the compared OMol25 structures with the same formula, charge and spin   91.8 kcal per mole
Structure (SMILES)   C#C[C@]1(C#N)CC=NN1
Maximum force   0.043 Eh/bohr

=====

[3]
Computed, not measured: the ion C6H5N3 with charge +2 in a non-equilibrium geometry, with the ωB97M-V functional and the def2-TZVPD basis.

Geometry as ORCA input:
```
! wB97M-V def2-TZVPD RIJCOSX def2/J DEFGRID3
* xyz 2 1
C -3.358 -0.004 0.010
N -2.544 1.059 0.013
C -1.276 0.588 -0.018
C 0.008 1.085 -0.032
C 1.062 0.187 -0.002
N 0.863 -1.149 0.008
C -0.326 -1.735 -0.012
N -1.419 -0.981 -0.012
C -2.740 -1.146 -0.008
H -2.816 2.047 0.052
H 0.219 2.149 -0.073
H 2.089 0.540 0.014
H 1.696 -1.750 0.040
H -0.409 -2.822 -0.029
*
```

Computed properties:
HOMO-LUMO gap (alpha / beta)   6.97 / 6.95 eV
Structure (SMILES)   c1[nH+]c2cc[nH+]cn2c#1
Maximum force   0.092 Eh/bohr

=====

[4]
Computed, not measured: a cluster of 2 separate species, C6H5N3O2 in total in a non-equilibrium geometry, with the ωB97M-V functional and the def2-TZVPD basis.

Geometry as ORCA input:
```
! wB97M-V def2-TZVPD RIJCOSX def2/J DEFGRID3
* xyz 0 1
C -1.414 -1.526 1.427
C -1.519 -0.308 0.668
C -0.121 -1.904 1.388
C 0.632 1.213 -3.245
C 0.433 1.825 -1.963
C -0.279 -0.081 0.238
N -0.712 2.566 -2.163
N -1.105 2.594 -3.312
N 1.106 1.798 -0.854
O 0.581 -0.977 0.635
O -0.332 1.683 -4.077
H -2.327 -2.004 1.751
H -2.343 0.189 0.447
H 0.486 -2.498 2.075
H 1.262 0.384 -3.603
H 2.018 1.414 -1.042
*
```

Computed properties:
HOMO-LUMO gap (alpha / beta)   7.61 / 8.23 eV
Energy above the lowest of the compared OMol25 structures with the same formula, charge and spin   168.8 kcal per mole
Maximum force   0.081 Eh/bohr

=====

[5]
Computed, not measured: a cluster of 2 separate species, C6H5N3O3 in total in a non-equilibrium geometry, with the ωB97M-V functional and the def2-TZVPD basis.

Geometry as ORCA input:
```
! wB97M-V def2-TZVPD RIJCOSX def2/J DEFGRID3
* xyz 0 3
C -0.892 0.104 -2.180
C -1.858 -0.567 -1.433
C 0.363 0.421 -1.705
C -1.552 -1.028 -0.146
C 0.664 -0.014 -0.413
C -0.347 -0.676 0.370
N 1.733 0.034 0.404
N 1.510 -0.567 1.579
N 0.996 1.132 2.656
O 1.172 2.211 2.200
O 0.693 0.779 3.775
O 0.298 -1.147 1.477
H -1.223 0.329 -3.169
H -2.872 -0.857 -1.684
H 0.992 1.083 -2.414
H -2.286 -1.761 0.355
H 2.609 0.525 0.328
*
```

Computed properties:
HOMO-LUMO gap (alpha / beta)   7.13 / 7.63 eV
Energy above the lowest of the compared OMol25 structures with the same formula, charge and spin   86.7 kcal per mole
<S²>   2.017
Maximum force   0.083 Eh/bohr

=====

[6]
Computed, not measured: an isolated molecule of C6H5NO in a non-equilibrium geometry, with the ωB97M-V functional and the def2-TZVPD basis.

Geometry as ORCA input:
```
! wB97M-V def2-TZVPD RIJCOSX def2/J DEFGRID3
* xyz 0 1
O -0.657 -2.078 -2.971
C -0.079 -1.684 -1.917
C -0.052 -0.454 -0.769
C 0.542 -0.706 0.430
C 0.624 0.374 1.415
C -0.209 1.415 1.258
C -0.792 1.666 -0.109
N -0.647 0.713 -1.151
H 0.441 -2.537 -1.033
H 0.924 -1.748 0.678
H 1.254 0.183 2.338
H -0.188 2.081 2.277
H -1.161 2.776 -0.447
*
```

Computed properties:
HOMO-LUMO gap   9.40 eV
Energy above the lowest of the compared OMol25 structures with the same formula, charge and spin   60.3 kcal per mole
Structure (SMILES)   O=Cc1ccccn1
Maximum force   0.126 Eh/bohr

=====

[7]
Computed, not measured: an isolated molecule of C6H5NO in a non-equilibrium geometry, with the ωB97M-V functional and the def2-TZVPD basis.

Geometry as ORCA input:
```
! wB97M-V def2-TZVPD RIJCOSX def2/J DEFGRID3
* xyz 0 1
N 3.250 -0.361 -0.168
C 2.111 -0.460 -0.055
C 0.734 -0.433 -0.075
C -0.212 -1.449 -0.131
C -1.501 -0.865 -0.179
C -1.369 0.453 -0.258
C -0.021 0.839 0.110
O 0.451 2.136 -0.246
H 0.149 -2.495 -0.155
H -2.433 -1.474 0.064
H -2.269 1.046 -0.079
H -0.263 0.840 1.176
H 1.373 2.224 -0.005
*
```

Computed properties:
HOMO-LUMO gap   8.92 eV
Energy above the lowest of the compared OMol25 structures with the same formula, charge and spin   23.9 kcal per mole
Structure (SMILES)   N#CC1=CC=C[C@@H]1O
Maximum force   0.069 Eh/bohr

=====

[8]
Computed, not measured: a structure of composition C6H5NO in a non-equilibrium geometry, with the ωB97M-V functional and the def2-TZVPD basis.

Geometry as ORCA input:
```
! wB97M-V def2-TZVPD RIJCOSX def2/J DEFGRID3
* xyz 0 1
C -2.038 0.385 -0.066
C -0.391 -0.778 -0.082
C 0.706 -1.532 -0.061
C 1.938 0.287 0.058
C 0.773 1.259 -0.108
C -0.343 0.493 -0.344
H -2.682 0.706 -0.881
H -2.399 0.691 0.784
H 0.655 -2.619 -0.038
H 2.950 0.781 0.834
H 0.761 2.266 0.068
N 1.864 -0.942 -0.258
O -1.795 -0.998 0.094
*
```

Computed properties:
HOMO-LUMO gap   9.17 eV
Energy above the lowest of the compared OMol25 structures with the same formula, charge and spin   90.6 kcal per mole
Maximum force   0.142 Eh/bohr

=====

The highest maximum force belongs to which entry? number 8

=====

What is the maximum force in the fifth record? 0.083 Eh/bohr

=====

maximum force of number 1 (C6H5N3)? 0.083 Eh/bohr